1.
{
  "formula": "C21H40Cl3N2O4SiTm",
  "method": "ωB97M-V with the def2-TZVPD basis set",
  "symbols": ["C", "C", "H", "H", "H", "C", "C", "H", "H", "H", "H", "Tm", "Cl", "Cl", "H", "H", "C", "C", "N", "H", "C", "O", "H", "H", "H", "H", "H", "H", "C", "C", "N", "H", "C", "O", "H", "H", "H", "H", "O", "C", "C", "C", "H", "C", "H", "C", "H", "C", "C", "H", "H", "H", "Si", "Cl", "C", "C", "C", "H", "H", "H", "H", "H", "H", "H", "H", "H", "C", "O", "H", "H", "H", "H"],
  "coordinates": [[-1.9956, -2.2723, -4.0233], [-1.2693, -2.6585, -2.7494], [-2.3649, -3.1616, -4.5587], [-1.3261, -1.7109, -4.6990], [-2.8546, -1.6306, -3.7666], [-0.6888, -3.9067, -2.6122], [-0.4220, -4.8520, -3.6959], [-0.5322, -4.3149, -1.6310], [0.3595, -4.4408, -4.3360], [-1.2964, -5.0549, -4.3200], [-0.0351, -5.7784, -3.2777], [1.0024, 1.5249, 1.6116], [-1.6785, 1.5636, 1.7549], [2.3430, 3.4523, 0.6774], [1.5833, 5.5047, 4.8588], [-1.1190, 6.4173, 4.6626], [1.4085, 5.4099, 3.7820], [-0.9812, 6.0801, 3.6187], [0.0236, 5.0112, 3.5593], [2.0696, 4.6443, 3.3766], [-0.2755, 3.7271, 3.4462], [0.6248, 2.8373, 3.3688], [-1.9390, 5.7158, 3.2218], [-1.3333, 3.4664, 3.3328], [1.5889, 6.3725, 3.2985], [-0.6386, 6.9425, 3.0230], [2.5559, -0.5927, -2.0634], [2.5387, -3.4706, -0.9468], [3.4506, -0.6713, -1.4215], [3.4245, -2.9963, -0.4977], [3.1918, -1.5672, -0.2809], [3.7669, 0.3255, -1.0841], [2.7191, -1.1449, 0.8992], [2.6575, 0.0770, 1.2347], [3.6553, -3.4809, 0.4613], [2.3766, -1.9594, 1.5606], [4.2495, -1.1476, -2.0043], [4.2696, -3.1056, -1.1952], [-0.6139, -1.3527, -2.2011], [-1.6303, -1.8983, -1.4328], [-0.1710, -3.1930, 0.2784], [-1.2853, -2.4125, -0.0849], [0.6209, -3.4040, -0.4606], [-0.1039, -3.8070, 1.5165], [-2.5602, -1.3208, -1.4805], [-2.2586, -2.1455, 0.9111], [0.7110, -4.4901, 1.7509], [-1.1194, -3.5798, 2.4665], [-2.2152, -2.7443, 2.1564], [-3.1008, -1.4913, 0.6263], [-1.0626, -4.0772, 3.4420], [-3.0432, -2.5835, 2.8576], [-0.6955, 1.9442, -2.3792], [0.4247, 0.6369, -0.6609], [0.6781, 3.1255, -2.9366], [-1.7668, 3.0726, -1.3312], [-1.4710, 1.0314, -3.7779], [1.3372, 3.4046, -2.0962], [0.2341, 4.0577, -3.3272], [1.2747, 2.6949, -3.7620], [-0.7004, 0.5015, -4.3456], [-1.9364, 1.7698, -4.4421], [-2.2432, 0.3369, -3.4249], [-2.6281, 2.5655, -0.9071], [-2.1245, 3.8856, -1.9807], [-1.2149, 3.5133, -0.4843], [0.0676, -0.6445, 4.1560], [0.1123, -0.3155, 2.7497], [0.9367, -1.2680, 4.3802], [-0.8406, -1.1876, 4.4107], [0.0912, 0.2661, 4.7548], [-0.8124, -0.0451, 2.4737]],
  "charge": 0,
  "lumo_ev": [0.49, -0.27],
  "relative_energy_kcal_mol": 163.0,
  "gap_ev": [5.36, 3.42],
  "multiplicity": 3
}

=====

2.
{
  "formula": "C21H40FN2OPPdSi",
  "method": "ωB97M-V with the def2-TZVPD basis set",
  "symbols": ["Pd", "N", "C", "O", "C", "C", "H", "H", "H", "H", "H", "H", "C", "Si", "C", "C", "N", "C", "C", "C", "C", "C", "C", "F", "H", "H", "H", "H", "H", "H", "H", "H", "H", "H", "H", "H", "H", "C", "C", "C", "P", "C", "C", "C", "C", "C", "C", "H", "H", "H", "H", "H", "H", "H", "H", "H", "H", "H", "H", "H", "H", "H", "H", "H", "H", "H", "H", "H"],
  "coordinates": [[-0.4520, -1.0506, 1.4653], [-0.2609, -1.8133, 4.4644], [-1.3884, -1.4230, 3.6637], [-1.9031, -0.3173, 3.8711], [-2.1590, -2.5782, 3.0527], [-2.0015, -2.5031, 1.5267], [-0.0352, -1.0311, 5.0681], [-0.5046, -2.6213, 5.0266], [-3.1961, -2.4935, 3.4211], [-1.7268, -3.5130, 3.4327], [-2.8605, -2.0069, 1.0633], [-1.8862, -3.4894, 1.0731], [-2.1310, -1.9077, -4.7214], [-1.0175, -0.9458, -3.5042], [0.1392, 0.0721, -4.6356], [0.0720, -2.2290, -2.6441], [-1.8197, -0.0579, -2.3449], [-2.6893, 0.9365, -2.3640], [-3.2636, 1.5623, -3.5105], [-4.1480, 2.6297, -3.4366], [-4.5441, 3.1576, -2.2178], [-4.0196, 2.5772, -1.0538], [-3.1484, 1.5235, -1.1326], [-2.6602, 1.0213, 0.0278], [-1.5361, -2.5734, -5.3571], [-2.6989, -1.2339, -5.3695], [-2.8464, -2.5184, -4.1643], [0.7673, -0.5856, -5.2469], [0.7966, 0.7040, -4.0316], [-0.4255, 0.7261, -5.3066], [1.1211, -2.1642, -2.9520], [-0.2702, -3.2500, -2.8403], [0.0140, -2.0700, -1.5620], [-2.9770, 1.1747, -4.4839], [-4.5276, 3.0595, -4.3603], [-5.2325, 3.9922, -2.1584], [-4.2822, 2.9394, -0.0658], [2.9243, -1.4351, 3.0595], [2.9812, -0.8257, 1.6602], [3.0921, -1.9376, 0.6188], [1.4178, 0.1481, 1.3557], [1.6875, 0.7720, -0.3873], [3.0397, 1.3894, -0.7400], [0.5556, 1.7260, -0.7667], [1.6988, 1.7165, 2.3616], [0.8803, 1.6712, 3.6535], [3.1420, 2.1133, 2.6781], [3.7531, -2.1391, 3.2042], [1.9767, -1.9598, 3.2021], [2.9899, -0.6749, 3.8426], [3.8562, -0.1702, 1.5825], [2.1686, -2.5239, 0.6094], [3.9289, -2.6028, 0.8619], [3.2489, -1.5511, -0.3901], [1.5496, -0.1362, -0.9831], [3.1739, 2.3491, -0.2343], [3.0898, 1.5875, -1.8164], [3.8843, 0.7459, -0.4808], [0.7092, 2.7131, -0.3165], [-0.4105, 1.3346, -0.4510], [0.5099, 1.8578, -1.8508], [1.2642, 2.4956, 1.7273], [1.3974, 1.0712, 4.4108], [-0.1026, 1.2231, 3.4998], [0.7544, 2.6793, 4.0658], [3.6138, 1.3795, 3.3362], [3.1611, 3.0746, 3.2056], [3.7657, 2.2090, 1.7895]],
  "charge": -2,
  "lumo_ev": 4.86,
  "relative_energy_kcal_mol": 10.8,
  "gap_ev": 4.67,
  "multiplicity": 1
}

=====

| no. | E (hartree) |
| --- | --- |
| 1 | -3989.9786 |
| 2 | -1867.5318 |